(1)
21
Properties=species:S:1:pos:R:3:nbo_charge:R:1 method="wB97M-V/def2-TZVPD" e_above_lowest_kcal_mol=119.0 largest_force_ha_per_bohr=0.0171 homo_lumo_gap_ev="10.891 / 8.858" lumo_ha="0.0208 / 0.0360" energy_ev=-8491.7324 charge=0
C -3.33 0.41 0.17 -0.2867
C -2.06 0.99 -0.27 -0.4850
C -0.83 0.57 0.58 -0.3821
C 0.40 0.40 -0.31 -0.3906
C 1.64 -0.13 0.40 -0.4129
C 2.74 -0.41 -0.60 -0.0490
O 3.88 -0.88 0.10 -0.7186
H -3.20 -3.82 1.32 0.0003
H -4.24 1.01 0.19 0.1729
H -3.40 -0.63 0.47 0.1663
H -1.87 0.59 -1.29 0.2096
H -2.12 2.07 -0.38 0.2109
H -0.65 1.32 1.36 0.2026
H -1.04 -0.37 1.10 0.1971
H 0.63 1.36 -0.80 0.1963
H 0.13 -0.30 -1.12 0.1903
H 2.00 0.59 1.15 0.2056
H 1.40 -1.05 0.94 0.2031
H 2.39 -1.15 -1.33 0.1514
H 2.97 0.51 -1.16 0.1515
H 4.56 -1.09 -0.54 0.4671

***

(2)
8
Properties=species:S:1:pos:R:3:nbo_charge:R:1 method="wB97M-V/def2-TZVPD" e_above_lowest_kcal_mol=61.5 largest_force_ha_per_bohr=0.0341 homo_lumo_gap_ev=9.797 lumo_ha=-0.0126 energy_ev=-21438.6887 charge=0
C -1.72 -0.15 -0.24 0.2123
C 1.22 0.67 -0.15 0.6727
O -2.07 -1.31 -0.76 -0.6556
O 1.67 -0.41 -0.32 -0.5560
F 2.08 1.71 -0.09 -0.3439
Cl -3.19 0.75 -0.05 -0.0179
H 0.09 0.74 -0.09 0.1640
H -1.30 -1.80 -1.16 0.5244

***

(3)
23
Properties=species:S:1:pos:R:3:nbo_charge:R:1 method="wB97M-V/def2-TZVPD" smiles=Cc1ccccc1.CC e_above_lowest_kcal_mol=10.3 largest_force_ha_per_bohr=0.0180 homo_lumo_gap_ev=10.054 lumo_ha=0.0385 energy_ev=-9559.7345 charge=0
C -0.87 -0.27 -3.05 -0.6332
C -1.07 0.02 -1.59 -0.0068
C -2.08 -0.65 -0.90 -0.2264
C -2.36 -0.29 0.41 -0.1971
C -1.57 0.63 1.08 -0.2314
C -0.43 1.10 0.44 -0.1882
C -0.26 0.93 -0.93 -0.2325
H -1.68 0.12 -3.68 0.2191
H -0.90 -1.33 -3.29 0.2180
H 0.07 0.12 -3.45 0.2153
H -2.60 -1.50 -1.33 0.2125
H -3.19 -0.70 0.97 0.2101
H -1.76 0.91 2.11 0.2141
H 0.27 1.66 1.04 0.2092
H 0.43 1.58 -1.44 0.2163
C 1.90 -0.44 2.37 -0.6117
C 2.60 -0.15 1.02 -0.6153
H 1.07 -1.11 2.23 0.2107
H 2.64 -0.84 3.08 0.2032
H 1.53 0.48 2.83 0.1972
H 3.47 -0.78 0.96 0.2041
H 2.86 0.90 0.92 0.2005
H 1.93 -0.41 0.20 0.2121

***

(4)
9
Properties=species:S:1:pos:R:3:nbo_charge:R:1 method="wB97M-V/def2-TZVPD" e_above_lowest_kcal_mol=79.7 largest_force_ha_per_bohr=0.0884 homo_lumo_gap_ev=8.528 lumo_ha=0.0071 energy_ev=-25749.0317 charge=0
S 1.60 -0.81 0.39 0.1884
N 0.23 -1.48 -0.25 -0.6468
C -0.85 -0.85 -0.68 0.2195
N -1.23 0.53 -0.84 -0.7842
S -0.70 1.71 0.29 0.1897
H 2.17 -2.09 1.11 0.1247
H -1.52 -1.60 -1.08 0.1889
H -2.38 0.34 -0.99 0.3929
H -0.56 0.84 1.71 0.1269

***

(5)
112
Properties=species:S:1:pos:R:3:lowdin_spin:R:1 method="wB97M-V/def2-TZVPD" largest_force_ha_per_bohr=0.0237 spin_multiplicity=2 homo_lumo_gap_ev="8.197 / 4.600" lumo_ha="-0.1013 / -0.2334" energy_ev=-58538.7119 charge=+1
Ag -0.74 -1.82 2.80 0.4998
C -0.23 1.07 -0.16 0.0092
C -0.25 -0.05 0.82 0.0119
O -0.36 -1.23 0.45 0.0160
O -0.25 0.21 2.09 0.2505
H -0.64 1.99 0.23 0.0006
H -0.74 0.77 -1.07 0.0022
H 0.82 1.22 -0.44 -0.0002
C -4.43 3.23 -6.72 0.0000
C -4.55 2.62 -5.33 0.0000
C -3.49 3.20 -4.41 0.0000
O -3.74 2.79 -3.08 0.0000
C -2.71 3.16 -2.21 0.0000
N -5.93 2.85 -4.83 0.0000
H -3.44 3.10 -7.16 0.0000
H -4.62 4.31 -6.69 0.0000
H -5.17 2.81 -7.40 0.0000
H -4.47 1.54 -5.44 0.0000
H -3.51 4.29 -4.47 0.0000
H -2.49 2.87 -4.73 0.0000
H -2.97 2.87 -1.19 0.0000
H -2.55 4.25 -2.19 0.0000
H -1.72 2.72 -2.41 0.0000
H -6.01 2.36 -3.94 0.0000
H -6.02 3.83 -4.58 0.0000
C -2.37 -5.52 0.96 0.0051
C -1.97 -4.13 1.40 0.0049
C -3.19 -3.23 1.37 0.0019
O -2.83 -1.92 1.81 0.0390
C -3.50 -0.86 1.14 0.0016
N -1.34 -4.03 2.73 0.0801
H -2.32 -5.56 -0.13 0.0005
H -3.37 -5.76 1.30 0.0001
H -1.69 -6.27 1.37 0.0001
H -1.25 -3.74 0.68 0.0005
H -3.92 -3.61 2.10 0.0003
H -3.69 -3.24 0.40 0.0005
H -4.58 -0.96 1.25 0.0008
H -3.25 -0.88 0.08 0.0001
H -3.22 0.09 1.60 0.0003
H -1.89 -4.46 3.48 0.0030
H -0.50 -4.62 2.71 0.0011
C 3.77 -0.84 -0.40 0.0000
C 3.73 -2.33 -0.72 0.0004
C 4.94 -3.03 -0.16 0.0000
O 5.03 -4.31 -0.73 0.0000
C 6.26 -4.96 -0.43 0.0000
N 2.50 -2.90 -0.07 0.0030
H 4.58 -0.35 -0.95 0.0000
H 3.89 -0.63 0.66 0.0000
H 2.85 -0.33 -0.69 0.0000
H 3.65 -2.46 -1.80 0.0001
H 4.86 -3.11 0.94 0.0000
H 5.84 -2.42 -0.36 0.0000
H 7.12 -4.34 -0.72 0.0000
H 6.30 -5.88 -1.00 0.0000
H 6.33 -5.17 0.64 0.0000
H 2.41 -3.88 -0.38 0.0000
H 1.68 -2.48 -0.51 0.0000
C -2.48 2.35 3.55 0.0000
C -1.97 3.77 3.25 0.0000
C -1.69 4.55 4.51 0.0000
O -2.75 4.39 5.41 0.0000
C -2.53 5.04 6.63 0.0000
N -0.71 3.71 2.48 0.0013
H -2.43 1.79 2.61 0.0000
H -3.49 2.28 3.95 0.0000
H -1.77 1.86 4.22 -0.0001
H -2.72 4.30 2.65 0.0000
H -1.47 5.60 4.26 0.0000
H -0.74 4.18 4.96 0.0000
H -3.48 5.09 7.17 0.0000
H -2.17 6.07 6.48 0.0000
H -1.80 4.49 7.24 0.0000
H -0.95 3.35 1.56 0.0000
H -0.16 2.94 2.86 0.0003
C 2.01 1.15 -3.18 0.0000
C 3.12 0.30 -3.72 0.0000
O 2.96 -1.04 -3.20 0.0000
H 2.18 1.33 -2.12 0.0000
H 1.04 0.70 -3.37 0.0000
H 2.07 2.13 -3.65 0.0000
H 4.10 0.69 -3.44 0.0000
H 3.08 0.27 -4.82 0.0000
H 3.79 -1.50 -3.35 0.0000
C 3.40 3.09 -0.12 0.0000
C 2.72 3.94 0.91 0.0000
O 3.72 4.84 1.41 0.0000
H 4.31 2.59 0.23 0.0000
H 3.74 3.78 -0.90 0.0000
H 2.71 2.37 -0.56 0.0000
H 2.33 3.39 1.78 0.0000
H 1.87 4.46 0.46 0.0000
H 3.31 5.42 2.06 0.0000
C -0.17 -3.80 -3.75 0.0000
C 0.21 -2.79 -2.70 0.0000
O -0.17 -3.30 -1.42 0.0010
H 0.08 -3.42 -4.74 0.0000
H -1.25 -4.00 -3.79 0.0000
H 0.37 -4.74 -3.65 0.0000
H -0.28 -1.84 -2.89 0.0000
H 1.29 -2.73 -2.73 0.0000
H -0.30 -2.57 -0.82 0.0002
C 2.32 -2.41 4.65 0.0007
C 2.45 -2.08 3.17 0.0009
O 1.33 -2.63 2.42 0.0578
H 1.65 -3.27 4.78 0.0000
H 1.89 -1.60 5.24 0.0001
H 3.27 -2.71 5.08 0.0004
H 3.36 -2.52 2.78 0.0017
H 2.47 -1.00 3.01 -0.0001
H 1.72 -3.08 1.63 0.0018

***

(6)
145
Properties=species:S:1:pos:R:3:mulliken_charge:R:1 method="wB97M-V/def2-TZVPD" largest_force_ha_per_bohr=0.1391 homo_lumo_gap_ev=6.724 lumo_ha=-0.0352 energy_ev=-114089.8260 charge=0
H 8.76 1.85 -4.63 0.2529
N 7.82 1.95 -4.22 -0.5078
C 7.28 0.81 -4.04 0.5257
C 8.09 -0.47 -4.52 -1.2622
C 5.87 0.52 -3.45 -1.2392
C 4.78 1.64 -3.67 1.9667
S 5.30 3.12 -2.69 -0.3569
C 3.43 1.12 -2.97 -0.6166
C 3.50 1.14 -1.38 -0.5596
C 2.22 0.34 -0.89 0.3045
O 2.19 -0.83 -0.67 -0.5226
O 1.07 1.15 -0.67 -0.3335
C -0.10 0.64 -1.26 0.7488
C -1.45 1.13 -0.61 -0.6006
O -0.13 -0.08 -2.22 -0.5431
O 3.10 -0.24 -3.32 -0.4981
S 3.00 -0.48 -4.95 1.3173
O 3.96 -1.48 -5.47 -0.7362
O 1.66 -1.03 -5.20 -0.5820
C 3.22 1.16 -5.80 -0.7584
C 1.81 1.85 -5.81 0.5607
C 1.02 1.33 -7.12 -1.2216
C -0.54 1.46 -6.96 -0.4100
C -1.09 0.19 -6.20 0.1359
C -2.66 -0.03 -6.35 -0.8810
C -3.32 0.20 -4.92 -0.3469
C -4.10 1.58 -4.77 -0.8865
C -3.38 2.76 -5.53 0.9538
C -4.20 4.10 -5.26 -1.0208
C -3.61 4.76 -3.93 0.2797
C -3.09 6.25 -4.17 -0.8164
C -1.56 6.27 -4.64 -0.6190
N -0.63 5.96 -3.55 0.3316
C 0.06 7.01 -2.93 -0.4115
C 0.91 6.47 -1.86 -0.8368
C 0.69 4.97 -1.86 -0.3365
C -0.26 4.75 -2.96 -0.1249
C 4.47 1.95 -5.22 -0.5867
B 4.59 3.50 -5.62 0.6806
C 3.64 4.71 -5.13 -0.7064
O 5.62 3.89 -6.55 -0.6410
H 7.57 -0.82 -5.46 0.2952
H 8.03 -1.32 -3.79 0.2870
H 9.14 -0.21 -4.84 0.3946
H 6.00 0.42 -2.33 0.4556
H 5.56 -0.50 -3.80 0.2344
H 6.34 3.75 -3.33 0.2611
H 2.61 1.86 -3.23 0.1181
H 4.37 0.59 -0.95 0.3473
H 3.36 2.18 -0.95 0.4688
H -1.23 1.58 0.40 0.2903
H -1.92 1.96 -1.21 0.0433
H -2.17 0.29 -0.44 0.1162
H 3.48 0.88 -6.86 1.0265
H 1.76 2.96 -5.87 0.3549
H 1.19 1.48 -4.94 -0.5079
H 1.36 0.32 -7.45 0.5437
H 1.34 2.05 -7.94 0.3723
H -0.86 2.45 -6.54 -0.1650
H -0.97 1.40 -8.01 0.4380
H -0.73 0.20 -5.14 -0.3377
H -0.60 -0.71 -6.68 0.4747
H -3.12 0.58 -7.17 0.3865
H -2.82 -1.13 -6.58 0.3560
H -4.05 -0.64 -4.73 0.4424
H -2.58 0.16 -4.07 -0.0298
H -4.09 1.85 -3.67 0.1914
H -5.16 1.46 -5.12 0.3236
H -2.36 2.87 -5.05 -0.8044
H -3.33 2.63 -6.64 0.4900
H -5.27 3.78 -5.10 0.3382
H -4.10 4.79 -6.15 0.4073
H -4.49 4.87 -3.23 0.3978
H -2.83 4.13 -3.44 -0.4733
H -3.26 6.87 -3.24 0.3679
H -3.72 6.74 -4.98 0.3945
H -1.50 5.53 -5.49 0.1391
H -1.36 7.32 -4.96 0.3447
H 0.00 8.09 -3.18 0.3143
H 1.59 7.03 -1.18 0.3458
H 1.14 4.21 -1.19 0.4076
H -0.63 3.75 -3.28 0.2813
H 5.35 1.45 -5.74 -0.2071
H 3.09 5.23 -5.98 0.3023
H 4.16 5.44 -4.45 0.2361
H 2.82 4.24 -4.50 0.1220
H 5.14 4.14 -7.37 0.3021
C -4.82 -3.10 1.19 -1.0506
N -3.52 -2.98 1.82 0.2599
C -2.46 -3.34 0.88 -1.0939
P -3.06 -1.70 2.87 0.8195
O -3.11 -0.59 1.83 -0.8883
N -4.31 -1.03 3.87 0.2189
C -5.72 -1.34 3.75 -1.0438
C -4.18 0.42 4.10 -1.1563
N -2.87 -2.92 4.11 0.1275
C -3.53 -4.21 4.24 -0.7609
C -2.21 -2.49 5.34 -1.1629
H -4.91 -4.06 0.68 0.3707
H -5.01 -2.29 0.48 0.2904
H -5.63 -3.12 1.92 0.3185
H -1.58 -3.70 1.43 0.3130
H -2.16 -2.49 0.26 0.2197
H -2.77 -4.15 0.21 0.3750
H -6.13 -1.04 2.77 0.3430
H -6.30 -0.82 4.52 0.3612
H -5.92 -2.40 3.92 0.2181
H -4.58 1.00 3.26 0.3415
H -3.13 0.69 4.23 0.3239
H -4.70 0.71 5.02 0.3629
H -4.62 -4.13 4.18 0.2217
H -3.30 -4.68 5.20 0.2943
H -3.19 -4.91 3.47 0.2534
H -2.94 -2.21 6.11 0.2584
H -1.57 -1.62 5.15 0.3052
H -1.56 -3.27 5.74 0.5986
C 0.58 -6.97 8.77 -1.0411
N 1.30 -5.72 8.56 0.2419
C 2.15 -5.83 7.37 -1.0846
P 0.62 -4.16 8.75 0.8074
O -0.38 -4.26 7.60 -0.9232
N -0.58 -3.99 9.98 0.1973
C -1.18 -5.08 10.72 -1.0303
C -1.65 -3.03 9.64 -1.0821
N 1.81 -3.91 10.02 0.0278
C 2.46 -4.90 10.87 -0.8096
C 1.95 -2.55 10.51 -1.1104
H 1.27 -7.82 8.71 0.3745
H -0.23 -7.10 8.05 0.2821
H 0.18 -7.03 9.78 0.3072
H 3.00 -5.14 7.46 0.3225
H 1.60 -5.59 6.46 0.2328
H 2.58 -6.83 7.26 0.3760
H -1.73 -5.77 10.07 0.3419
H -1.88 -4.71 11.47 0.3603
H -0.43 -5.63 11.29 0.2219
H -2.41 -3.48 9.00 0.3362
H -1.23 -2.17 9.12 0.2975
H -2.12 -2.65 10.55 0.3798
H 1.75 -5.56 11.36 0.2259
H 3.05 -4.42 11.65 0.3893
H 3.16 -5.51 10.30 0.2360
H 1.35 -2.39 11.41 0.3397
H 1.61 -1.83 9.75 0.3301
H 2.99 -2.30 10.73 0.4313

***

(7)
10
Properties=species:S:1:pos:R:3:nbo_charge:R:1 method="wB97M-V/def2-TZVPD" e_above_lowest_kcal_mol=59.1 largest_force_ha_per_bohr=0.0535 homo_lumo_gap_ev=10.186 lumo_ha=-0.0576 energy_ev=-10137.2639 charge=0
C 0.96 1.08 0.30 0.2397
C -2.48 0.09 -0.85 0.2853
C 0.98 -1.26 0.78 0.2010
C 1.55 -0.18 0.01 0.0700
N 0.35 1.98 0.61 -0.2264
N -2.55 0.82 0.05 -0.7349
N 0.63 -2.18 1.40 -0.2197
N 2.61 -0.37 -0.64 -0.4379
H -2.30 1.22 0.93 0.4505
H 2.94 -1.33 -0.72 0.3724

***

(8)
63
Properties=species:S:1:pos:R:3:nbo_charge:R:1 method="wB97M-V/def2-TZVPD" e_above_lowest_kcal_mol=4.1 largest_force_ha_per_bohr=0.0218 homo_lumo_gap_ev="7.184 / 7.183" lumo_ha="-0.2416 / -0.2416" energy_ev=-90438.1250 charge=+2
Lu 0.23 -1.04 0.46 2.1455
O -1.36 -2.40 0.57 -0.7550
C -1.79 -3.07 1.55 0.4859
C -1.41 -2.89 2.90 -0.3253
C -2.17 -3.61 3.85 -0.0702
C -1.94 -3.39 5.17 -0.0333
C -0.98 -2.48 5.61 -0.0688
C -0.21 -1.80 4.70 -0.3111
C -0.38 -2.00 3.33 0.5195
O 0.40 -1.39 2.46 -0.8775
N -2.75 -4.13 6.17 0.5341
O -2.60 -3.82 7.33 -0.3422
O -3.59 -4.89 5.74 -0.3532
H -2.54 -3.83 1.34 0.1823
H -2.94 -4.30 3.54 0.2640
H -0.85 -2.34 6.67 0.2705
H 0.56 -1.11 5.03 0.2412
N -1.12 8.46 -4.15 -0.2207
C -0.99 7.44 -3.63 0.2366
C -0.83 6.16 -2.98 -0.1134
C -0.58 6.11 -1.61 -0.1619
C -0.41 4.89 -0.99 -0.1940
C -0.49 3.70 -1.73 -0.0294
C -0.78 3.76 -3.09 -0.2039
C -0.93 4.99 -3.72 -0.1491
C -0.32 2.39 -1.06 0.2152
C 0.67 2.21 -0.14 0.0163
C 1.77 3.08 0.17 -0.1468
C 2.38 2.59 1.29 -0.2950
C 1.65 1.42 1.64 0.0934
N 0.66 1.16 0.80 -0.6511
C -1.32 1.39 -1.37 0.0325
C -2.65 1.61 -1.51 -0.1608
C -3.31 0.35 -1.69 -0.2544
C -2.36 -0.60 -1.69 -0.0039
N -1.10 -0.02 -1.43 -0.6961
H -0.53 7.03 -1.04 0.2507
H -0.25 4.84 0.08 0.2320
H -0.87 2.85 -3.67 0.2257
H -1.13 5.04 -4.78 0.2473
H 2.05 3.96 -0.39 0.2521
H 3.23 2.99 1.82 0.2519
H 1.81 0.78 2.50 0.2305
H -3.13 2.58 -1.45 0.2557
H -4.37 0.19 -1.82 0.2588
H -2.44 -1.66 -1.86 0.2348
N 0.54 -1.75 -3.43 -0.8410
C 1.12 -2.88 -2.70 -0.6247
P 2.03 -2.31 -1.26 2.1151
O 1.93 -0.81 -1.10 -1.1333
O 1.58 -2.96 0.04 -1.1368
C 3.77 -2.82 -1.47 -0.6111
N 4.40 -2.77 -0.09 -0.6712
H -0.05 -2.09 -4.18 0.3956
H 1.26 -1.17 -3.86 0.3839
H -0.38 -0.34 -2.08 0.4609
H 1.76 -3.56 -3.29 0.2311
H 0.31 -3.49 -2.30 0.2603
H 4.33 -2.17 -2.14 0.2703
H 3.83 -3.85 -1.81 0.2658
H 3.76 -3.20 0.59 0.4701
H 4.55 -1.80 0.21 0.4500
H 5.30 -3.25 -0.06 0.4556

***

(9)
14
Properties=species:S:1:pos:R:3:nbo_charge:R:1 method="wB97M-V/def2-TZVPD" e_above_lowest_kcal_mol=95.3 largest_force_ha_per_bohr=0.0587 homo_lumo_gap_ev="5.574 / 7.962" lumo_ha="-0.0343 / 0.0030" energy_ev=-20369.7220 charge=0
N -0.58 -1.36 -0.10 -1.3069
N -2.76 0.50 -0.43 -1.3311
N -0.40 1.27 0.80 -1.3584
Si 2.75 -0.01 -0.63 0.5050
Si -1.45 -0.01 0.59 1.6243
H 0.32 -1.53 0.26 0.3807
H -0.82 -2.18 -0.59 0.3933
H -3.78 0.59 -0.09 0.4200
H -2.62 0.02 -1.32 0.3877
H -0.34 1.96 0.03 0.3991
H 0.43 1.45 1.38 0.4098
H 1.99 -1.00 -1.52 -0.1535
H 4.00 0.38 -1.34 -0.1811
H 3.12 -0.31 0.68 -0.1888

***

(10)
9
Properties=species:S:1:pos:R:3:nbo_charge:R:1 method="wB97M-V/def2-TZVPD" e_above_lowest_kcal_mol=105.7 largest_force_ha_per_bohr=0.0383 homo_lumo_gap_ev="9.123 / 8.722" lumo_ha="-0.0045 / -0.0033" energy_ev=-78631.7663 charge=0
C -0.94 0.40 -0.35 -0.6432
C -0.87 -0.75 0.24 0.4830
C 2.05 -1.37 0.31 0.1073
F -1.67 -1.70 0.65 -0.3055
F 2.29 -2.17 -0.74 -0.3301
Br 2.58 0.39 0.07 0.0573
H -1.87 0.87 -0.65 0.2225
H -0.04 0.95 -0.57 0.2406
H 2.29 -1.83 1.26 0.1680

***

(11)
57
Properties=species:S:1:pos:R:3:nbo_charge:R:1 method="wB97M-V/def2-TZVPD" largest_force_ha_per_bohr=0.1015 homo_lumo_gap_ev=6.704 lumo_ha=0.0777 energy_ev=-103864.3170 charge=-1
C -1.15 -2.70 -2.47 -0.6397
C -1.40 -1.23 -3.19 -0.4047
C -2.19 -0.15 -2.23 -0.4215
C -1.25 0.44 -0.98 -0.0730
O -1.23 -0.59 0.07 -0.8616
P -0.72 0.08 1.62 1.1676
F -0.36 0.89 3.16 -0.6507
C 0.73 -1.15 1.79 -0.4682
Cl 1.61 -1.15 0.12 -0.1532
C 1.88 -0.71 2.89 -0.1825
C 3.33 -1.47 2.52 -0.6521
Cl 1.47 -1.31 4.64 -0.0976
P -2.16 -1.24 2.58 1.7394
N -3.21 -0.27 3.40 -1.4062
O -3.16 -2.03 1.34 -0.9888
O -1.50 -2.35 3.74 -0.9899
H -2.12 -2.94 -1.81 0.2254
H -1.03 -3.57 -3.26 0.1888
H -0.18 -2.61 -1.81 0.2306
H -0.37 -0.77 -3.50 0.1914
H -2.08 -1.43 -4.14 0.1877
H -2.59 0.76 -2.88 0.1890
H -3.14 -0.69 -1.81 0.2148
H -0.17 0.68 -1.41 0.1741
H -1.73 1.46 -0.68 0.1832
H -1.81 1.06 1.46 -0.0445
H 0.21 1.00 0.97 -0.1700
H 0.41 -2.28 1.96 0.2454
H 2.14 0.45 2.88 0.2492
H 3.19 -2.60 2.27 0.2149
H 3.94 -1.44 3.55 0.2146
H 3.97 -0.87 1.75 0.2235
H -2.92 0.74 3.30 0.3851
H -4.11 -2.13 1.68 0.4848
H -2.23 -2.56 4.42 0.4948
C 4.57 -1.69 -2.88 -0.1010
C 4.47 -2.40 -1.53 -0.1143
O 5.82 -2.60 -1.11 -0.6757
S 6.73 -1.37 -1.66 2.4933
O 6.87 -0.40 -0.59 -0.8790
O 7.86 -1.92 -2.37 -0.8897
O 5.66 -0.78 -2.74 -0.6773
H 4.81 -2.40 -3.68 0.1814
H 3.66 -1.15 -3.13 0.2199
H 3.94 -3.36 -1.61 0.2143
H 3.97 -1.77 -0.79 0.2227
C -4.41 4.60 -0.64 -0.1001
C -4.04 5.73 0.31 -0.1019
O -3.05 5.18 1.18 -0.6739
S -2.18 4.07 0.35 2.5001
O -0.96 4.71 -0.11 -0.8809
O -2.18 2.84 1.10 -0.8553
O -3.19 3.91 -0.92 -0.6763
H -5.09 3.89 -0.17 0.1962
H -4.86 4.97 -1.57 0.2039
H -4.89 6.09 0.88 0.2080
H -3.58 6.57 -0.23 0.1856

***

(12)
18
Properties=species:S:1:pos:R:3:nbo_charge:R:1 method="wB97M-V/def2-TZVPD" e_above_lowest_kcal_mol=88.6 largest_force_ha_per_bohr=0.0197 homo_lumo_gap_ev="7.932 / 8.303" lumo_ha="0.0353 / 0.0386" energy_ev=-7423.4698 charge=0
C 0.55 -0.19 -2.84 -0.6039
C 0.14 -0.40 -1.38 -0.6150
C -0.72 0.08 1.65 0.1124
C -0.53 -1.28 2.22 -0.6753
O 0.29 0.89 1.65 -0.3575
C 0.40 2.07 1.09 -0.2124
H -0.05 0.59 -3.31 0.2003
H 1.60 0.11 -2.90 0.2021
H 0.44 -1.11 -3.43 0.1997
H 0.73 -1.19 -0.91 0.2001
H -0.92 -0.70 -1.31 0.1967
H -1.63 0.41 1.17 0.1526
H -0.62 -2.06 1.45 0.2157
H -1.26 -1.51 3.00 0.2180
H 0.47 -1.36 2.66 0.2289
H 1.31 2.59 1.33 0.1750
H 0.28 0.52 -0.81 0.2087
H -0.49 2.54 0.68 0.1539